Entry from OMol25: a 10-piece molecular cluster, C32H48N8O12S2 overall (ωB97M-V/def2-TZVPD).

Cartesian coordinates (Å):
S1 0.000 0.007 0.585
S2 2.152 2.538 -3.453
O1 6.169 -1.324 -2.547
O2 4.836 2.144 1.077
O3 -0.774 -0.449 1.790
O4 0.825 1.216 0.640
O5 0.786 -1.271 -0.051
O6 3.319 2.348 -4.278
O7 -2.475 5.159 -0.783
O8 1.399 3.999 -3.684
O9 -0.997 0.016 -0.751
O10 0.883 1.731 -4.165
O11 2.248 2.319 -1.993
O12 -3.061 0.881 -3.894
N1 -0.728 3.431 4.329
N2 -4.410 1.562 -2.203
N3 2.998 -3.396 2.009
N4 -2.962 4.857 1.375
N5 -4.653 -0.243 0.627
N6 -0.848 -4.005 -1.091
N7 5.890 0.928 2.626
N8 6.444 0.763 -1.672
C1 0.897 -1.119 -1.489
C2 -5.982 -0.324 0.334
C3 5.627 -2.563 1.492
C4 -4.244 -2.361 -0.396
C5 3.792 -2.995 3.020
C6 -1.340 4.307 5.081
C7 -0.003 3.849 -3.734
C8 -2.338 3.998 5.954
C9 -0.294 2.478 -4.269
C10 -0.547 -0.718 -1.878
C11 -0.968 -6.277 -1.669
C12 -2.305 4.521 0.292
C13 -1.176 -4.919 -1.996
C14 4.781 1.326 2.034
C15 -3.777 -1.198 0.206
C16 -4.968 -0.514 -3.461
C17 5.693 -0.332 -1.962
C18 4.197 -0.255 -1.685
C19 -6.514 -1.434 -0.348
C20 4.762 -2.851 0.375
C21 -4.072 0.731 -3.176
C22 -0.308 -6.702 -0.475
C23 3.494 -3.358 0.722
C24 -0.274 -4.352 0.102
C25 -1.420 3.308 0.321
C26 0.022 -5.713 0.450
C27 -2.083 1.705 5.332
C28 -1.123 2.154 4.435
C29 -5.610 -2.461 -0.674
C30 3.443 0.822 2.505
C31 5.073 -2.564 2.778
C32 -2.774 2.702 6.035
H1 -1.263 -1.524 -2.041
H2 5.640 -2.243 3.640
H3 5.801 0.442 3.507
H4 3.858 0.442 -2.452
H5 6.755 1.054 2.120
H6 2.992 -0.090 2.115
H7 -1.656 -4.533 -2.883
H8 5.983 1.561 -1.259
H9 3.653 -1.157 -1.965
H10 -0.101 -3.635 0.892
H11 -0.726 2.439 -5.269
H12 6.558 -2.116 1.174
H13 -5.485 -0.305 -4.398
H14 -0.395 4.577 -4.444
H15 -1.103 5.345 4.903
H16 -0.564 0.027 -2.674
H17 -5.653 -0.596 -2.617
H18 -6.657 0.517 0.395
H19 -2.830 4.119 2.051
H20 -3.529 2.343 6.720
H21 -1.006 1.951 -3.634
H22 3.853 -0.076 -0.667
H23 -2.688 4.730 6.667
H24 -5.240 1.330 -1.677
H25 -0.344 3.398 0.473
H26 0.417 -5.807 1.450
H27 -2.756 -1.043 0.523
H28 -0.292 -7.739 -0.172
H29 -0.702 1.482 3.702
H30 2.816 -3.603 -0.082
H31 3.319 0.761 3.586
H32 -4.300 -1.371 -3.546
H33 1.581 -0.443 -2.001
H34 3.360 -3.086 4.006
H35 -3.538 -3.136 -0.656
H36 -7.518 -1.501 -0.741
H37 -2.352 0.662 5.408
H38 -1.630 2.646 -0.519
H39 1.061 -2.092 -1.950
H40 4.912 -2.493 -0.632
H41 -4.037 2.499 -2.247
H42 -1.285 -7.053 -2.350
H43 -0.344 4.135 -2.740
H44 2.848 1.678 2.187
H45 -6.012 -3.326 -1.180
H46 -1.791 2.603 1.065
H47 7.441 0.652 -1.790
H48 -3.752 5.475 1.250

Output
Electronic energy ... -92119.9144 eV
Total charge ... -1
Multiplicity ... 2